Entry 1:
The following is a quantum chemistry calculation of a 9-piece molecular cluster, C50H114O4S2 overall at a distorted geometry, from the Open Molecules 2025 dataset.

XYZ file:
```
170
Properties=species:S:1:pos:R:3:forces:R:3
C 37.0287 9.1563 2.6336 0.5744 0.6810 -0.2891
H 33.3720 12.5312 10.0544 0.0788 -0.6589 0.7541
H 25.6728 12.9370 5.2126 -0.0028 0.0534 0.1614
C 37.0429 9.6334 1.1658 -0.1889 0.8222 0.4007
C 36.8485 15.8146 7.4605 0.9859 -0.9161 -0.2955
C 28.6683 22.3977 4.5781 0.0706 -0.1260 0.8393
C 29.9569 12.2115 11.0356 -1.3542 1.1878 -1.0862
H 30.5380 15.2605 6.6068 -0.0174 -0.2482 0.4590
H 33.0375 8.4164 3.0082 0.2769 0.2608 0.3675
C 37.3725 15.0762 5.0411 0.0880 -0.1437 1.1446
H 35.2903 15.2683 4.6204 0.0320 -0.3098 -0.6899
C 32.1915 9.0909 3.1327 -0.6769 0.5080 -0.4853
H 30.5818 9.6242 4.4290 0.0840 0.1227 0.2996
C 28.0140 17.4131 7.8157 -2.4528 1.3348 -0.5519
C 31.3315 19.1918 9.0841 0.6492 0.5156 -0.7639
H 31.9753 17.1160 5.6082 -0.4535 0.0128 -0.2643
H 27.1890 17.4523 5.8008 -0.0903 0.1378 -0.1559
H 32.1245 22.3116 10.4537 -0.6885 0.0859 0.6525
H 34.3616 11.2747 6.1208 0.5373 0.2184 -0.7534
H 27.9298 18.1370 8.6298 0.8581 0.0678 0.0644
H 31.5361 13.6420 -0.6760 0.1078 0.3014 -0.4402
H 27.7300 19.7672 4.3644 -0.0155 -0.1997 0.0344
H 36.8836 8.0784 2.6527 -0.4475 0.0452 0.2689
C 37.0806 14.6354 6.4861 -1.1714 -0.8331 -0.5313
H 29.4668 19.8570 4.1383 -0.0944 0.3248 -0.1614
H 30.2293 16.9094 -0.8446 -0.0990 0.1460 0.7695
H 29.3799 12.3935 11.9428 0.7820 0.3195 0.4054
C 29.7131 14.8238 -1.0697 -0.6141 0.7962 -0.0457
C 28.2464 16.6069 0.1395 0.6129 0.8903 0.3222
C 30.9382 14.4525 -0.2503 0.0069 -0.9433 0.7146
H 32.5875 10.2683 10.6967 -0.1419 -0.3279 -0.1072
C 36.5501 12.0833 1.7857 -0.2252 0.0400 0.8254
C 34.2615 13.0885 2.2085 0.4296 -1.5043 0.5548
H 35.1983 8.3152 6.1685 -0.0865 0.0587 -0.2566
H 28.5157 23.4449 10.0378 0.0195 0.5894 0.3597
C 30.5098 10.7906 10.9625 0.6909 1.7671 1.1559
H 29.4977 22.3441 3.8738 -0.2099 -0.1603 -0.2510
H 29.8243 14.5994 -2.1326 0.4563 0.1311 -0.0015
H 28.8352 14.2262 -0.8091 0.1032 -0.1220 0.2927
H 29.4889 21.5751 9.0067 -0.1077 -0.5439 0.2460
C 31.3316 8.8311 4.3757 0.1977 -0.6301 -0.3143
H 32.7922 7.8270 5.6569 0.4310 0.2922 -0.3742
H 32.8550 10.0323 7.2732 -0.4480 -0.2039 0.0242
H 36.0145 9.5584 0.8080 0.0734 -0.5803 -0.2705
H 36.1703 14.0150 6.4505 -0.2102 0.1999 0.1544
C 36.4594 16.3366 3.0045 -2.0267 -0.5846 -0.2969
H 34.2982 10.1518 4.6448 -0.0508 0.7148 -0.0365
H 31.1559 19.6346 8.0924 0.9047 -0.0523 -0.2216
H 36.5967 15.5301 2.2800 0.9498 0.0175 0.1462
O 30.7095 14.3964 9.6578 0.0091 0.1504 -0.4848
H 26.4460 17.5672 1.7920 0.1085 -0.1889 -0.3097
C 31.8206 10.7877 10.1229 0.2787 -0.5936 0.3285
H 31.6601 9.0270 2.1765 -0.4475 -0.3637 0.2740
C 27.0432 18.4088 1.4411 -0.4953 0.3533 -0.5581
H 30.2906 18.8956 9.2408 0.2042 -0.2465 0.9740
H 30.1029 23.9654 10.7866 -0.1241 0.1581 0.0006
H 27.1010 16.8421 8.0137 0.5379 -0.8542 0.1302
H 25.6819 14.6693 5.3434 0.1846 0.0693 0.0808
H 26.3114 19.1596 1.1339 0.0514 0.2836 0.5069
H 27.6881 22.3615 4.1031 0.1878 0.3690 -0.3946
O 32.0022 15.5550 2.6877 -0.8584 -0.2559 0.7331
H 23.8940 16.6330 2.0607 0.4729 1.0202 0.5459
C 29.6050 23.4434 9.9757 -0.2697 -1.4173 -0.8399
H 30.8538 10.6287 11.9862 -0.2470 -0.4144 0.0470
C 31.5904 15.0459 6.4050 -0.0299 0.0147 -0.2118
H 27.9709 14.7289 5.2996 0.0667 -0.0885 0.2640
H 27.4935 12.3453 6.6444 0.1891 0.1489 0.2709
C 31.0168 13.6319 4.3856 0.3863 1.8462 0.2480
C 25.5841 13.9108 3.3505 -0.5490 0.7493 0.3385
C 37.3897 11.1208 0.9468 0.5751 0.2908 -0.0554
H 33.2414 13.1405 1.8365 0.0348 0.5906 0.0219
C 35.0389 12.0011 1.4817 1.6926 0.1505 -0.4703
H 29.6771 10.1173 10.7842 0.4491 -0.3902 -0.6014
H 35.0984 12.1160 0.3934 -1.0088 -0.1691 -0.0625
H 38.4624 11.2971 1.0803 -0.0090 -0.0559 0.5608
H 28.9412 16.8527 7.8088 -0.0579 -0.1341 0.0276
H 34.7060 11.0052 1.7798 -0.3858 0.0381 -0.3692
C 34.2280 10.2612 5.7310 0.2763 -0.2309 -0.4338
H 36.3784 9.6178 6.2572 -0.1638 0.4421 -0.8237
H 29.7421 18.9379 6.5473 -0.3268 0.3402 0.2847
C 32.1273 8.6947 5.6798 -0.8240 0.1032 0.6691
C 27.8736 18.0906 0.1807 -0.4343 -0.5533 0.4339
H 28.5946 16.4000 1.1579 0.3733 -0.3926 -0.1498
H 32.2493 17.4783 10.0386 0.2874 0.0989 0.0951
C 28.6782 19.8814 4.8974 0.6186 -0.0746 0.0877
H 30.7471 7.9112 4.2901 0.0842 -0.0629 -0.2953
H 27.3510 15.9931 0.0198 0.0160 -0.0282 -0.3076
C 26.1158 13.8429 4.7771 -0.2583 -1.6792 0.5409
H 37.9502 9.3503 3.1919 0.2796 -0.0002 -0.3988
H 32.1895 15.1848 7.3034 -0.2247 -0.3392 0.2035
H 33.3415 18.3212 8.8736 0.0206 0.0801 0.1286
H 31.4979 20.0112 11.0196 0.5972 -0.1313 0.2270
H 34.8322 14.0127 2.2643 -0.4728 0.2828 -0.3540
C 31.4739 21.7011 9.8160 0.2500 0.3920 -0.8839
H 38.2822 15.6599 5.2208 0.0249 0.2747 -1.0355
H 37.1421 17.1783 2.9377 0.5102 -0.4014 0.0321
H 28.8045 23.3261 5.1366 -0.2987 0.1767 -0.2237
H 35.1601 9.5199 7.4284 0.1091 -0.3683 0.0705
H 32.9882 20.2710 10.0398 -0.0033 -0.5309 0.0396
H 31.4205 8.3649 6.4506 -0.2029 0.1927 -0.0364
O 31.7632 13.9589 11.8761 0.1524 -0.0663 -0.8642
H 28.7876 18.6842 0.1328 -0.0312 0.1019 0.0975
H 36.6576 16.1906 9.5797 0.0664 -0.0662 0.1254
C 28.9636 18.6869 5.8194 -0.5080 -0.0898 -0.3595
H 37.6267 16.5581 7.2649 -0.1687 0.2259 -0.1440
H 26.2863 15.9867 3.1167 -0.0873 -0.0739 0.4559
H 38.0611 15.2103 9.1262 -0.0404 -0.1698 0.1270
H 31.7804 22.1286 8.8482 0.0128 -0.6063 -0.2970
H 24.5616 13.5199 3.3284 0.0435 -0.1729 0.1638
H 37.5706 14.2259 4.3831 0.3292 -0.0807 0.2170
H 31.6796 10.2480 9.1886 0.0817 0.1169 -0.0683
H 36.4205 14.4973 9.1325 0.0792 -0.0560 0.1070
H 24.1353 16.5651 3.9184 -0.8123 0.3164 -0.1437
H 32.0069 17.2957 8.3267 0.1883 -0.1206 0.0157
H 26.1318 13.2728 2.6540 0.3215 0.0901 0.1753
C 27.6398 13.7309 4.9929 0.7067 1.5128 -0.7352
H 36.7304 11.9000 2.8534 -0.0112 -0.0449 0.0069
H 29.1332 13.0507 6.4764 -0.3538 0.3190 0.2093
H 29.4406 17.8853 5.2550 -0.2438 -0.1189 -0.2252
H 29.5819 21.4711 10.8252 -0.1551 -0.3423 -0.2255
H 35.5136 16.7276 2.6058 -0.0649 0.2688 0.3053
H 28.6150 11.7850 5.4516 -0.2574 0.0380 -0.3495
H 34.2470 12.6793 3.2280 -0.3793 0.4671 0.2300
H 30.6762 14.0057 0.7151 -0.3022 0.3269 0.0962
H 37.8062 13.8725 6.7831 0.4633 0.5735 0.4101
H 27.2811 18.3395 -0.7032 0.0706 0.0562 -0.0442
S 31.1258 15.4016 3.8431 0.6498 1.2132 0.9802
H 27.0262 19.0281 6.6088 -0.2956 -0.2438 0.3954
C 29.3017 16.3353 -0.9187 0.5080 -1.4587 -1.1242
H 29.8464 23.8464 8.9902 0.2024 0.4735 0.2259
C 36.2117 15.8296 4.4379 0.4211 1.6459 0.0458
C 24.1040 16.0527 2.9630 0.5507 -1.0348 -1.1491
H 37.7117 9.0155 0.5698 -0.1386 -0.0917 -0.1259
H 33.0483 15.7583 5.0853 0.2489 0.5865 0.0858
H 23.2867 15.3418 2.8044 0.0242 -0.2765 1.0148
S 31.2148 13.4660 10.6229 0.6172 -2.0044 2.1770
H 29.0005 16.6290 -1.9306 -0.7520 0.1782 0.2073
C 32.7792 9.9824 6.1802 1.1925 -0.3301 -0.0708
C 28.7032 21.2501 5.5833 0.4759 -0.2238 -0.0653
C 37.0070 15.3929 8.9231 -0.4537 0.3275 -0.3509
H 29.9499 13.4412 4.4593 0.3140 -0.2075 -0.3694
H 36.0166 16.7557 4.9933 0.1657 -0.0977 0.2803
H 31.5693 15.3006 0.0073 0.0938 0.0192 -0.2830
H 36.8156 13.1367 1.6507 0.3833 -0.1316 -0.2875
H 27.8752 21.3939 6.2833 -0.0572 -0.2517 0.0218
C 28.2520 12.6955 5.9396 -0.6108 -0.6420 0.1436
H 35.8815 16.2576 7.2305 -0.0551 0.0811 0.2156
C 31.8981 20.2521 10.0276 -1.1762 0.6518 0.3168
C 32.0379 16.0586 5.3790 0.2930 -2.1641 -1.7653
H 36.2986 9.7409 3.1961 -0.4200 -0.5343 0.0050
H 32.2164 10.8581 5.8530 -0.3326 -0.1356 0.0336
H 27.5957 18.7441 2.3182 0.2493 0.1440 -0.2432
O 29.7823 15.9528 3.8633 0.3516 -0.2075 -0.4705
C 29.9712 21.9362 9.9160 0.5852 1.2756 0.6573
H 31.5657 13.1345 3.5917 -0.2357 -0.5168 0.1331
C 27.6710 18.1591 6.4770 1.8978 -0.3541 0.5271
H 31.1867 12.9054 6.4011 0.3690 -0.1772 0.1179
C 25.4575 15.3483 2.8009 0.9075 -0.8453 -1.3161
H 32.7205 13.2993 5.5212 0.3119 0.1697 0.8261
H 25.7289 15.1717 1.7523 -0.5487 0.5814 -0.2453
C 32.3216 18.0128 9.0913 -1.3921 -0.3532 -0.7318
H 28.1577 13.6705 4.0283 -0.4381 -0.2223 -0.1670
H 29.2178 12.5543 10.2977 -0.0162 -0.9931 -0.4674
H 32.4395 10.1568 3.1252 0.8075 -0.1764 0.1920
H 32.2648 12.4074 8.7858 -0.1852 0.0205 0.0026
H 37.2922 11.4071 -0.1066 -0.4346 -0.3250 -0.0953
H 29.6193 21.3071 6.1821 0.0032 0.0425 0.0126
C 31.7115 13.6248 5.7760 -0.5813 0.3898 -0.8120
C 35.3179 9.3858 6.3460 -0.7215 -0.3185 1.8903
C 32.3593 12.1871 9.8547 -1.1891 1.9069 -1.2918
```
Positions in Å, forces in eV/Å.

The SMILES is O=S1(=O)CCCC1.O=S1(=O)CCCC1.CCCCCC.CCCCCC.CCCCCC.CCCCCC.CCCCCC.CCCCCC.CCCCCC. The value obtained for the total energy is -3070.6335 a.u. Its spin multiplicity is 1.


Entry 2:
The following is a quantum chemistry calculation of one molecule with the formula C18H14N2O, from the Open Molecules 2025 dataset.

XYZ file:
```
35
Properties=species:S:1:pos:R:3:forces:R:3
H -6.7271 -1.5128 0.0410 -0.0744 -0.0303 -0.0015
C 4.3015 -0.9157 0.6619 -0.2526 0.1119 -0.1285
C 4.3638 -2.2821 0.4592 -0.0799 0.0435 -0.1138
C -5.5218 0.2545 -0.0596 -0.0959 0.0186 -0.0381
C 2.1946 2.0667 0.0927 0.1361 0.0911 0.0857
N 2.5274 -2.1667 -1.0492 -0.2635 -0.2771 -0.2314
H -2.1248 1.8604 -1.5175 -0.0644 0.0191 -0.0678
C -0.8243 -0.0131 0.9754 -0.0711 0.0220 -0.0329
C 3.3160 -0.1755 0.0083 0.1346 -0.7364 -0.0796
H 1.1794 0.1120 1.6987 0.0598 -0.0476 0.0309
C -1.7723 0.4686 0.0737 0.2805 0.1114 -0.0006
C 0.8327 1.4740 0.0739 -0.4449 0.0960 0.1020
C 2.4653 -0.8650 -0.8620 0.1533 0.3920 0.0025
H 4.1331 1.6592 0.4160 -0.2274 0.0352 -0.1013
O 2.3942 3.2634 0.0731 -0.1127 0.0882 -0.0862
H -2.5055 -2.1141 0.2474 0.0783 -0.0559 0.0008
H 5.0025 -0.4191 1.3186 0.0305 0.0425 0.0825
H -4.7889 -3.0269 0.2412 -0.0074 -0.0768 -0.0057
H 5.1124 -2.8796 0.9558 0.0514 -0.0634 0.0302
C -3.3525 -1.4474 0.1748 0.0398 0.0860 -0.0055
C -4.6363 -1.9603 0.1618 -0.0592 -0.0807 0.0403
C -3.1379 -0.0755 0.0643 -0.2713 -0.1121 -0.0027
C -4.2388 0.7694 -0.0556 0.0889 -0.0319 0.0064
H 0.1702 2.7693 -1.4881 0.0192 0.0806 -0.0493
H 3.4442 -3.9287 -0.5898 0.0845 -0.1078 0.0432
H -4.0861 1.8368 -0.1232 0.0190 0.0940 -0.0012
H 1.7136 -0.3431 -1.4373 -0.0029 0.1030 -0.0055
C 3.4435 -2.8645 -0.3996 0.2459 -0.1810 0.1998
C -1.4022 1.4794 -0.8112 -0.0400 -0.0825 0.0565
H -6.3676 0.9212 -0.1457 -0.0580 0.0501 0.0037
C 0.4630 0.4832 0.9800 0.0763 0.1598 -0.0825
H -1.1080 -0.7700 1.6915 -0.0379 -0.0569 0.0684
C -0.1172 1.9834 -0.8057 0.2680 0.0016 0.0922
N 3.2538 1.2011 0.2030 0.4605 0.3193 0.1891
C -5.7245 -1.1114 0.0472 -0.0629 -0.0255 -0.0001
```
Positions in Å, forces in eV/Å.

The SMILES is O=C(Nc1cccnc1)c1ccc(-c2ccccc2)cc1. The value obtained for the total energy is -879.1002 a.u. Its spin multiplicity is 1.


Q: Look up the total energy of the second one.
A: -879.1002 a.u.